1.
{"formula": "C4H13N2O2", "method": "wB97M-V/def2-TZVPD", "e_tot_ha": -420.1559, "fmax_ev_per_a": 3.346, "homo_lumo_gap_ev": 7.636, "e_homo_ev": -3.6, "e_lumo_ev": 4.1, "total_charge": -1, "symbols": ["N", "C", "C", "C", "O", "C", "N", "H", "H", "H", "H", "H", "H", "H", "H", "H", "H", "H", "H", "H", "O"], "xyz": [[-1.94986, 1.37676, -0.02208], [-0.69129, 0.49689, -0.26383], [0.12367, 0.75481, 0.97557], [1.64447, 1.04237, 0.60921], [2.05160, 0.27067, -0.47158], [-1.10210, -0.96852, -0.44549], [-1.20874, -1.25145, -1.90338], [-1.75547, 2.06491, 0.70509], [-2.77065, 0.87628, 0.31615], [-0.16697, 0.80317, -1.18595], [-0.18152, 1.43865, 1.76934], [0.17241, -0.08590, 1.69866], [1.79327, 2.13922, 0.43922], [2.19555, 0.57125, 1.42139], [-0.34398, -1.65530, -0.04860], [-2.10559, -1.15310, -0.07077], [-2.14140, -0.93364, -2.12791], [-0.40458, -0.94644, -2.42691], [2.93498, -2.05319, 0.34802], [1.86121, -0.91468, 0.02035], [2.04500, -1.87274, 0.66349]], "forces_ev_per_a": [[0.0, 0.0, -0.9], [-2.3, 1.3, 2.1], [2.9, -0.9, 1.2], [-0.7, -1.1, -0.4], [-0.8, 0.4, -0.7], [1.1, 0.2, -1.8], [-1.0, -1.2, 1.4], [0.1, -0.3, -0.4], [0.5, -0.3, -0.2], [-0.2, 0.1, 0.7], [-0.6, 1.1, -0.8], [0.0, -0.6, -1.1], [0.2, -0.6, 0.3], [0.4, 1.1, 1.0], [-0.3, 0.3, 0.3], [0.1, -0.2, 0.6], [0.6, 0.4, -1.2], [-0.4, 0.5, -0.2], [0.0, -0.1, 0.1], [0.9, -0.2, 0.5], [-0.4, 0.1, -0.5]]}



2.
{"formula": "C2H5IN2", "method": "wB97M-V/def2-TZVPD", "e_tot_ha": -486.2408, "fmax_ev_per_a": 4.718, "homo_lumo_gap_ev": 9.608, "e_homo_ev": -9.4, "e_lumo_ev": 0.2, "total_charge": 0, "symbols": ["C", "C", "N", "N", "I", "H", "H", "H", "H", "H"], "xyz": [[-0.20249, -1.12410, -0.66754], [1.03554, -0.82105, 0.07459], [0.48747, 0.15778, -0.78826], [-0.07505, 1.39592, -0.35304], [3.03155, -1.45525, -0.36811], [-0.19963, -1.79189, -1.65789], [-0.96506, -1.41409, 0.07842], [0.90837, -0.65025, 1.59860], [-0.12338, 1.56854, 0.56895], [0.52855, 2.10154, -0.61989]], "forces_ev_per_a": [[0.0, -2.3, -1.5], [1.1, 1.0, 3.8], [-0.7, 0.2, 1.2], [-1.0, -1.8, -3.5], [-0.4, 0.0, 0.2], [0.0, 1.6, 2.4], [-0.2, 0.9, -0.8], [0.2, -0.5, -4.7], [-0.5, -0.6, 4.6], [1.5, 1.5, -1.6]]}



3.
{"formula": "CH2Cl2", "method": "wB97M-V/def2-TZVPD", "e_tot_ha": -959.6770, "fmax_ev_per_a": 1.215, "homo_lumo_gap_ev": 12.003, "e_homo_ev": -11.1, "e_lumo_ev": 0.9, "smiles": "ClCCl", "total_charge": 0, "symbols": ["Cl", "C", "Cl", "H", "H"], "xyz": [[-1.17202, -0.25604, -1.27422], [-0.05667, -0.05018, 0.14273], [1.38464, 0.95597, -0.23114], [-0.50556, 0.39410, 1.03111], [0.34961, -1.04385, 0.33151]], "forces_ev_per_a": [[0.5, 0.4, 1.0], [0.7, -0.3, -0.6], [-0.5, -0.1, -0.1], [-0.4, -0.2, -0.5], [-0.3, 0.2, 0.1]]}



4.
{"formula": "C4H9NO3", "method": "wB97M-V/def2-TZVPD", "e_tot_ha": -437.9274, "fmax_ev_per_a": 2.228, "spin_multiplicity": 2, "homo_lumo_gap_ev": [11.767, 6.012], "e_homo_ev": [-16.3, -15.6], "e_lumo_ev": [-4.6, -9.6], "total_charge": 1, "symbols": ["O", "C", "N", "C", "O", "C", "C", "H", "H", "H", "H", "H", "H", "H", "H", "H", "O"], "xyz": [[-0.49645, -1.79868, 0.34540], [-0.34211, -0.60631, 0.33776], [-0.12314, 0.06046, -0.89114], [0.18772, 1.42953, -0.96722], [0.95535, 1.74298, -1.83213], [-0.48904, 0.16525, 1.62777], [0.85697, 0.00823, 2.41188], [-0.03875, -0.64229, -1.70949], [-0.29237, 2.16599, -0.33967], [-1.41524, -0.12162, 2.14413], [-0.58864, 1.27783, 1.52905], [1.52605, 0.86702, 2.23220], [0.68295, -0.11657, 3.48229], [1.33737, -0.95120, 2.11573], [-0.25460, -0.61920, -3.97125], [-0.76316, -1.91340, -3.31497], [-0.74291, -0.94803, -3.20033]], "forces_ev_per_a": [[0.1, -0.5, -1.0], [-1.0, 1.4, 1.0], [0.6, -1.7, 1.1], [-0.2, 0.3, -1.2], [0.1, -0.4, -0.1], [0.6, 2.1, 0.5], [0.0, -1.1, -0.1], [-0.3, 1.4, -0.2], [-0.2, -0.1, 0.7], [0.6, -0.5, -0.1], [-0.2, -1.0, -0.5], [-0.3, -0.5, 0.1], [-0.1, 0.4, -0.1], [0.0, 0.8, 0.1], [-0.1, 0.0, 0.1], [-0.2, 0.3, -0.1], [0.5, -0.6, -0.2]]}